The molecule C6H10O. Source: the OMol25 dataset; level of theory: ωB97M-V/def2-TZVPD.

Structure (ORCA input):
```
! wB97M-V def2-TZVPD RIJCOSX def2/J DEFGRID3
* xyz 0 1
C -1.667 -0.614 -0.289
C -0.402 -0.090 0.351
O -0.676 -0.172 1.749
C 0.082 1.343 -0.032
C 1.554 1.166 -0.322
C 1.913 -0.115 -0.360
C 0.757 -1.032 -0.100
H -1.689 -1.697 -0.117
H -1.700 -0.421 -1.367
H -2.538 -0.198 0.292
H -1.657 -0.103 1.767
H -0.443 1.738 -0.913
H -0.098 2.047 0.790
H 2.230 2.000 -0.491
H 2.906 -0.484 -0.598
H 0.926 -1.793 0.668
H 0.503 -1.576 -1.028
*
```

## Properties
E = -8430.820 eV
energy relative to the best compared isomer or geometry (same formula, charge and spin) = 9.7 kcal/mol
gap between HOMO and LUMO = 10.2 eV
maximum force = 1.31 eV Å⁻¹

natural (NBO) atomic charge list, values in e, 4 entries: C -0.61; C 0.25; O -0.72; C -0.47